No. 1
Density functional theory data (ωB97M-V/def2-TZVPD) for a single C4H10N2O molecule in a non-equilibrium geometry.

Each line ends with the natural charge from an NBO analysis.
CARTESIAN COORDINATES (ANGSTROEM)
N (0.1902, 0.3775, 1.5550)  -0.8640
C (-0.0435, 0.1077, 0.1283)  -0.0593
C (0.3578, -1.4241, -0.2293)  -0.5479
C (1.8436, -1.5275, -0.6430)  0.4212
O (2.6328, -0.6191, -0.2778)  -0.5287
C (-1.3816, 0.6189, -0.4687)  -0.2441
N (-1.6380, 2.0960, -0.0547)  -0.8267
H (1.3065, 0.5898, 1.8382)  0.3842
H (-0.0240, -0.4147, 2.1600)  0.3517
H (0.6265, 0.7697, -0.3406)  0.2033
H (-0.4456, -1.7186, -1.0038)  0.2321
H (-0.0086, -1.8934, 0.7973)  0.2453
H (2.2332, -2.4867, -1.1799)  0.1413
H (-1.1565, 0.6587, -1.5669)  0.1796
H (-2.3502, 0.0177, -0.5347)  0.1966
H (-1.2611, 2.6531, -0.8711)  0.3445
H (-0.8813, 2.1950, 0.6916)  0.3711

ΔE to the lowest compared entry with this formula, charge and spin = 3.603 eV
gap between HOMO and LUMO = 9.73 eV

No. 2
Density functional theory data (ωB97M-V/def2-TZVPD) for a molecular structure, C4H8O2 in a non-equilibrium geometry.

Each line ends with the natural charge from an NBO analysis.
CARTESIAN COORDINATES (ANGSTROEM)
O (-1.4253, 0.6386, -1.4787)  -0.6861
C (-0.2186, 0.1387, -1.0112)  0.0306
C (-0.3392, -0.6023, 0.2170)  -0.3525
C (0.7561, -1.6547, 0.5035)  -0.0436
O (1.5949, -0.6944, 1.1368)  -0.5048
C (0.7004, 0.3006, 0.7784)  0.0693
H (-1.2138, 1.3334, -2.1075)  0.4749
H (-1.0838, 2.1394, 0.3764)  -0.0059
H (0.5179, 0.0396, -1.7861)  0.1772
H (-1.3150, -0.7009, 0.6840)  0.2413
H (0.5033, -2.4550, 1.1868)  0.1858
H (1.3183, -2.0586, -0.3354)  0.1886
H (-0.9860, 2.3250, 1.0925)  0.0016
H (1.1908, 1.2507, 0.7437)  0.2236

ΔE to the lowest compared entry with this formula, charge and spin = 6.667 eV
gap between HOMO and LUMO (spin up / spin down) = 7.62 / 7.60 eV

No. 3
Density functional theory data (ωB97M-V/def2-TZVPD) for a gas-phase ion, C3H8NO (charge +1) in a non-equilibrium geometry.

Each line ends with the natural charge from an NBO analysis.
CARTESIAN COORDINATES (ANGSTROEM)
C (-0.3099, 0.5529, 1.1674)  -0.2171
C (-0.9063, -0.3061, 0.1718)  0.2297
C (0.9697, 0.6502, -1.0632)  -0.4222
N (0.5364, -0.0367, 0.0823)  -0.3442
O (-0.9853, -1.8825, 0.6428)  -0.6840
H (-0.3974, 1.6390, 1.2237)  0.2672
H (0.0129, 0.1726, 2.0400)  0.2549
H (-1.4881, -0.0737, -0.7588)  0.2603
H (0.9965, 1.6574, -0.9410)  0.2343
H (1.9529, 0.3063, -1.3443)  0.2570
H (0.3237, 0.3688, -1.8506)  0.2231
H (0.9959, -0.8281, 0.4230)  0.4566
H (-1.7010, -2.2201, 0.2067)  0.4844

ΔE to the lowest compared entry with this formula, charge and spin = 2.546 eV
net charge = +1
gap between HOMO and LUMO = 13.12 eV

No. 4
Density functional theory data (ωB97M-V/def2-TZVPD) for a single C3H3N3O2 molecule in a non-equilibrium geometry.

Each line ends with the natural charge from an NBO analysis.
CARTESIAN COORDINATES (ANGSTROEM)
C (0.8614, -0.6165, 0.0477)  0.5290
C (0.7971, 0.9067, 0.0050)  -0.1726
C (-1.4202, -0.6963, -0.0097)  0.7384
H (2.7337, -0.4183, 0.1604)  0.4891
H (1.6283, 1.5433, -0.4504)  0.2148
H (-2.2829, 0.9904, 0.1642)  0.3964
N (-0.4018, 1.3757, -0.0062)  -0.1271
N (-1.3476, 0.6275, 0.0995)  -0.3625
N (-0.1360, -1.3165, 0.3033)  -0.5178
O (2.0429, -1.1556, -0.1322)  -0.6235
O (-2.4747, -1.2403, -0.1817)  -0.5642

ΔE to the lowest compared entry with this formula, charge and spin = 3.071 eV
gap between HOMO and LUMO = 10.01 eV

E per entry: -9335.385; -8366.614; -6768.624; -11722.886 eV